The ion C4H13N2O with charge +1 in a non-equilibrium geometry, computed with ωB97M-V/def2-TZVPD.

Bonds (Å) are listed after each position.
Atoms and positions in Å:
1 N -0.3062 1.8540 0.2292  C2 1.525, H8 1.023, H9 1.018, H10 1.032
2 C -1.1635 0.9198 -0.6180  N1 1.525, C3 1.531, H11 1.082, H12 1.094
3 C -0.2975 0.2911 -1.7123  C2 1.531, N4 1.454, H13 1.081, H14 1.088
4 N 0.8298 -0.2537 -0.9722  C3 1.454, C5 1.480, H15 1.001
5 C 0.5513 -1.4842 -0.1979  N4 1.480, C6 1.556, H16 1.096, H17 1.094
6 C 0.4158 -1.3585 1.3467  C5 1.556, O7 1.421, H18 1.104, H19 1.084
7 O 0.2270 -0.0250 1.7992  C6 1.421, H20 0.944
8 H 0.5376 2.2422 -0.1983  N1 1.023
9 H -0.8448 2.6351 0.5974  N1 1.018
10 H -0.0344 1.2939 1.0520  N1 1.032
11 H -2.0720 1.4473 -0.8753  C2 1.082
12 H -1.3478 0.0974 0.0801  C2 1.094
13 H 0.0492 1.0122 -2.4395  C3 1.081
14 H -0.7999 -0.5815 -2.1245  C3 1.088
15 H 1.8240 -0.3055 -1.0746  N4 1.001
16 H 1.3962 -2.1399 -0.4377  C5 1.096
17 H -0.3403 -1.9949 -0.5746  C5 1.094
18 H -0.4729 -1.9482 1.6299  C6 1.104
19 H 1.3075 -1.7688 1.8057  C6 1.084
20 H 0.5410 0.0674 2.6848  O7 0.944

Summary:
Kohn-Sham gap	9.796	eV
net charge	+1
maximum force	0.0510	hartree/bohr
LUMO	-0.112	hartree
SMILES	[NH3+]CCNCCO
E_HOMO	-12.83	eV

Here are the natural (NBO) charges for atoms 1 to 6, given in e: N -0.70; C -0.22; C -0.22; N -0.70; C -0.26; C -0.09